The following is a quantum chemistry calculation of C2H3N5O in the gas phase at a distorted geometry, from OMol25.

ΔE to the lowest compared entry with this formula, charge and spin, kcal per mole: 23.0
M, g/mol: 113.1
Maximum force, eV/A: 1.18
SMILES string: NC(=O)c1nn[nH]n1
Calculated total energy, eV: -11619.8341
Orbital gap, eV: 11.2
HOMO energy, eV: -10.482

ORCA input file:
```
! RIJCOSX wB97M-V def2-TZVPD def2/J DEFGRID3
* xyz 0 1
C -0.57233 1.21603 0.37459
C 0.12558 -0.11369 0.43527
H -0.55034 1.12319 -1.71626
H -1.33055 2.51858 -1.08092
H 1.26823 -2.71583 -0.58789
N -0.91478 1.60326 -0.89573
N 0.46626 -0.75328 1.56958
N 0.96435 -1.91337 1.23389
N 0.93622 -1.91850 -0.08544
N 0.41069 -0.85486 -0.64555
O -0.80332 1.80847 1.39846
*
```

The following is a quantum chemistry calculation of C33H35GeN2O2P2S5W as an isolated structure at a distorted geometry, from OMol25.

ΔE to the lowest compared entry with this formula, charge and spin, kcal per mole: 10.0
M, g/mol: 970.4
Maximum force, eV/A: 2.83
Calculated total energy, eV: -172955.4418
Orbital gap, eV: 6.0
HOMO energy, eV: -9.517

ORCA input file:
```
! RIJCOSX wB97M-V def2-TZVPD def2/J DEFGRID3
* xyz 1 1
W 0.29984 -0.72036 0.40744
C 0.25220 -0.13567 4.22948
P -0.12063 -1.39012 2.94991
C 0.71629 -2.88703 3.54119
C -1.88926 -1.64684 3.25214
C -2.35519 -2.37798 4.33797
C -3.71777 -2.46544 4.57973
C -4.61438 -1.80623 3.75529
C -4.15504 -1.07448 2.67066
C -2.79205 -1.00484 2.40759
P -2.16020 -0.13696 0.94527
C -3.34947 -0.47111 -0.37810
C -2.42295 1.62312 1.30999
H -0.23444 -0.43971 5.15840
H -0.13316 0.84235 3.93884
H 1.32378 -0.04664 4.40761
H 0.58968 -2.99743 4.61865
H 1.78103 -2.83227 3.31266
H 0.31054 -3.75914 3.02857
H -1.66617 -2.88977 4.99525
H -4.07864 -3.04834 5.41517
H -5.67424 -1.86981 3.95249
H -4.87477 -0.57792 2.03459
H -4.34209 -0.14239 -0.06960
H -3.37203 -1.53023 -0.62242
H -3.05675 0.10954 -1.25387
H -3.37159 1.69135 1.84834
H -2.49354 2.19335 0.38407
H -1.62148 2.03563 1.91253
N 2.49855 -0.15858 1.52222
N 2.36742 1.06977 2.16315
C 1.25050 1.81093 1.85907
O 1.07606 2.93597 2.24694
O 0.37964 1.13727 1.12304
H 2.72596 -0.89852 2.17808
H 3.20064 -0.12117 0.78082
H 3.18558 1.57203 2.47302
S 0.88542 -8.25328 0.45117
C 0.75512 -6.63305 0.39959
S -0.78031 -5.79644 0.42263
C -0.12491 -4.17798 0.36391
C 1.21132 -4.06708 0.32865
S 2.00372 -2.52158 0.37078
S 2.12750 -5.55564 0.33590
S -1.18153 -2.79629 0.40737
C -0.30913 -0.74786 -1.32013
Ge 0.40686 1.00128 -2.01656
C 0.80708 0.85433 -3.91648
C 1.53642 1.90183 -4.47556
C 1.88093 1.87701 -5.81549
C 1.49692 0.80663 -6.61084
C 0.76901 -0.23634 -6.06370
C 0.42382 -0.20961 -4.72025
C 2.24229 0.95147 -1.29320
C 2.93034 2.04204 -0.75308
C 4.30877 2.00685 -0.58083
C 5.02682 0.87634 -0.95161
C 4.36683 -0.20363 -1.52128
C 2.99181 -0.15321 -1.70823
C -0.72393 2.55717 -1.66481
C -1.87856 2.64258 -2.44798
C -2.76236 3.70084 -2.30835
C -2.48848 4.70868 -1.39518
C -1.33733 4.64984 -0.62657
C -0.46602 3.57920 -0.75399
H -1.06839 -1.23600 -1.92215
H 1.84435 2.74667 -3.86914
H 2.44927 2.69267 -6.24131
H 1.76680 0.78842 -7.65707
H 0.46920 -1.07189 -6.68178
H -0.13774 -1.03882 -4.30860
H 2.39572 2.93665 -0.46014
H 4.82421 2.86440 -0.16942
H 6.09898 0.84793 -0.81393
H 4.91787 -1.08117 -1.83009
H 2.50009 -0.99814 -2.18068
H -2.08972 1.88460 -3.19644
H -3.65274 3.75060 -2.91999
H -3.16881 5.54258 -1.28939
H -1.11968 5.43397 0.08533
H 0.39031 3.54111 -0.09723
*
```

The following is a quantum chemistry calculation of a 3-piece molecular cluster, C28H47BN2O7 overall, from OMol25.

M, g/mol: 534.5
<S²>: 2.01
Maximum force, eV/A: 0.95
Calculated total energy, eV: -47785.3171
Orbital gap (alpha / beta), eV: 6.8 / 8.0
HOMO energy (alpha / beta), eV: -8.123 / -9.329

ORCA input file:
```
! RIJCOSX wB97M-V def2-TZVPD def2/J DEFGRID3
* xyz 0 3
C -0.73678 -1.39438 -2.48391
B -0.37205 -0.02049 -1.83327
O 0.85266 0.05427 -1.23584
C -1.32102 1.26516 -1.80281
C -2.41110 1.35578 -1.01283
C -2.92492 0.24759 -0.13666
C -4.41564 -0.10789 -0.35219
O -4.93524 0.33213 -1.61998
C -4.58676 -0.38820 -2.68495
O -4.04249 -1.45734 -2.65892
C -3.16112 2.64782 -0.90628
O -4.02354 2.80436 -0.07072
C -2.79950 3.75430 -1.81873
C -1.74653 3.65507 -2.63036
C -0.91385 2.42991 -2.63436
O 0.10716 2.37950 -3.30184
H -0.76050 -2.17926 -1.71714
H 0.08673 -1.66547 -3.15794
H -1.67154 -1.41159 -3.04033
H 1.10673 0.94213 -0.94739
H -2.85073 0.59047 0.90359
H -2.31082 -0.65068 -0.22352
H -4.56794 -1.18095 -0.21735
H -5.01671 0.42087 0.38617
H -4.93123 0.09406 -3.60961
H -3.41791 4.64685 -1.76034
H -1.44069 4.46367 -3.28699
C 5.82894 4.52530 -1.58379
C 5.47467 3.16832 -0.93240
C 6.65745 2.18710 -0.95951
C 6.91172 1.52136 -2.30993
C 5.63110 0.87859 -2.83635
C 4.47228 1.87070 -2.93510
N 4.28892 2.53678 -1.59707
O 3.57404 1.83931 -0.78798
C 4.74064 2.87359 -4.06624
C 3.17503 1.15322 -3.27005
C 5.12321 3.45616 0.52300
H 5.44162 4.64190 -2.58766
H 5.40321 5.34262 -1.00106
H 6.90901 4.67220 -1.62144
H 6.46883 1.40179 -0.22109
H 7.54847 2.72221 -0.62460
H 7.31262 2.24236 -3.02773
H 7.67895 0.75422 -2.18898
H 5.79253 0.43729 -3.82244
H 5.34212 0.06305 -2.16614
H 3.97841 3.65392 -4.08118
H 4.69259 2.34101 -5.01634
H 5.71984 3.34250 -4.01915
H 2.96604 0.34604 -2.57332
H 3.23793 0.72544 -4.27205
H 2.33627 1.84579 -3.24501
H 4.21291 4.05167 0.59330
H 5.94371 4.02567 0.96396
H 4.98279 2.54661 1.10154
C -3.09752 -5.24407 4.34672
C -2.96468 -4.42702 3.04092
C -1.54520 -3.87201 2.84251
C -1.20690 -2.64566 3.68676
C -2.26965 -1.56493 3.50629
C -3.67765 -2.06846 3.82800
N -3.94677 -3.29509 3.00239
O -4.31909 -3.00339 1.80695
C -3.80798 -2.31202 5.33789
C -4.71613 -1.02248 3.45247
C -3.27166 -5.37790 1.88935
H -3.57956 -4.70520 5.15260
H -3.70696 -6.13097 4.17254
H -2.12150 -5.57646 4.70207
H -1.42718 -3.60298 1.78825
H -0.83545 -4.67790 3.03885
H -1.10027 -2.91665 4.74064
H -0.23705 -2.25492 3.37375
H -2.05723 -0.70025 4.13950
H -2.24547 -1.21420 2.46923
H -4.76727 -2.77371 5.57601
H -3.76214 -1.35000 5.84909
H -3.01411 -2.92588 5.75385
H -4.62536 -0.72226 2.41219
H -4.58174 -0.13267 4.06916
H -5.73041 -1.39195 3.60783
H -4.31224 -5.70092 1.91767
H -2.63343 -6.25703 1.99695
H -3.07996 -4.92747 0.91883
*
```

The following is a quantum chemistry calculation of C15H11N7O4 in the gas phase at a distorted geometry, from OMol25.

M, g/mol: 353.3
Maximum force, eV/A: 4.29
Calculated total energy, eV: -34344.9305
Orbital gap, eV: 6.7
HOMO energy, eV: -8.469

ORCA input file:
```
! RIJCOSX wB97M-V def2-TZVPD def2/J DEFGRID3
* xyz 0 1
O 5.73679 1.00721 1.93221
N 4.74052 1.09252 2.67170
O 4.82410 1.31112 3.90244
C 3.40208 0.95915 2.12408
C 2.22130 1.07478 2.88541
C 0.95294 0.98929 2.26199
N -0.27925 1.12175 3.01905
O -0.19654 1.32159 4.24290
O -1.39162 1.04162 2.42273
C 0.69995 0.87265 0.83326
N 1.96214 0.68735 0.17274
N 2.07798 0.70802 -1.20316
N 3.34026 0.85989 -1.44429
N 4.07767 1.01068 -0.32976
C 3.21114 0.87300 0.70301
H 2.31304 1.15799 3.97390
H -0.03709 1.60883 0.38207
C -2.98551 -3.21377 -1.21260
C -2.03697 -2.09494 -0.87066
C -1.23661 -2.23597 0.23642
C -0.30916 -1.28645 0.64751
N -0.20165 -0.19109 -0.09996
C -1.00511 0.11708 -1.19111
C -1.95782 -0.89518 -1.60628
C -2.82800 -0.59900 -2.70158
C -2.72768 0.62443 -3.36383
C -1.82034 1.60023 -2.91897
C -0.94860 1.35997 -1.85715
H -3.57547 -2.99834 -2.10248
H -2.45500 -4.16438 -1.38716
H -3.68267 -3.43153 -0.38655
H -1.30253 -3.08612 0.86729
H 0.33529 -1.38712 1.53911
H -3.60181 -1.31805 -3.03181
H -3.35673 0.84597 -4.23171
H -1.75512 2.57925 -3.37904
H -0.20392 2.07757 -1.49974
*
```

The following is a quantum chemistry calculation of C11H24ClIN2O2PSV as an isolated structure at a distorted geometry, from OMol25.

ΔE to the lowest compared entry with this formula, charge and spin, kcal per mole: 0.0
M, g/mol: 492.7
<S²>: 2.05
Maximum force, eV/A: 9.01
Calculated total energy, eV: -85291.2053
Orbital gap (alpha / beta), eV: 7.1 / 7.2
HOMO energy (alpha / beta), eV: -15.330 / -15.310

ORCA input file:
```
! RIJCOSX wB97M-V def2-TZVPD def2/J DEFGRID3
* xyz 2 3
C -1.16571 1.78578 -4.17936
C -1.74723 0.81643 -3.20941
H -0.95483 1.28405 -5.12706
H -0.23937 2.21914 -3.78201
H -1.89776 2.58357 -4.34932
O -2.09289 -0.33808 -3.42146
I -2.67523 -1.03005 1.34469
V -1.43674 -0.16079 -0.61227
P 0.87835 -0.55844 -1.84658
C 1.78212 -2.08294 -1.37428
C 0.97634 -0.77858 -3.66576
H 1.75115 1.70407 -1.95433
H 3.05619 0.50742 -2.20179
H 2.42543 0.84516 -0.55512
C 2.15672 0.74232 -1.61466
H 1.06391 0.19098 -4.17158
H 1.84874 -1.39575 -3.91847
H 2.54395 -2.29762 -2.13578
H 1.07948 -2.92455 -1.33234
H 0.06575 -1.27758 -4.01858
H 2.27044 -1.98112 -0.40121
C -1.52288 -1.87454 -1.37025
O -1.61047 -2.96257 -1.81544
Cl -2.32810 1.65695 -1.63688
C -1.25739 2.14788 3.10186
N -0.57564 0.91376 3.48201
C -1.26012 0.13977 4.52754
C 0.18255 0.25996 2.57324
S 0.14546 0.77436 0.90251
N 0.94946 -0.77026 2.97383
C 1.42443 -0.87097 4.35291
C 1.63922 -1.60220 2.00211
H -1.58773 2.62725 4.02927
H -2.12602 1.96252 2.45033
H -0.54703 2.79810 2.58364
H -1.40853 -0.90698 4.23247
H -0.68830 0.18682 5.46167
H -2.24008 0.59160 4.70734
H 0.81140 -1.58629 4.91768
H 2.45217 -1.25146 4.33781
H 1.40274 0.10628 4.84682
H 0.90527 -2.16559 1.41153
H 2.26464 -0.99254 1.33383
H 2.26307 -2.30559 2.56055
*
```

The following is a quantum chemistry calculation of C27H22ClF6N3O2P2S2V as an isolated structure at a distorted geometry, from OMol25.

ΔE to the lowest compared entry with this formula, charge and spin, kcal per mole: 16.0
M, g/mol: 747.0
<S²>: 0.95
Maximum force, eV/A: 2.48
Calculated total energy, eV: -131675.2437
Orbital gap (alpha / beta), eV: 5.2 / 4.2
HOMO energy (alpha / beta), eV: -13.340 / -13.234

ORCA input file:
```
! RIJCOSX wB97M-V def2-TZVPD def2/J DEFGRID3
* xyz 2 2
V -0.66151 0.92691 -0.76523
Cl -1.32178 -0.52849 -2.25405
C -0.00350 -1.54059 -2.77853
C -0.23623 -2.50163 -3.74242
C 0.83721 -3.26684 -4.17158
C 2.10896 -3.06134 -3.65229
C 2.32036 -2.09446 -2.68106
C 1.25269 -1.32919 -2.22564
P 1.47587 0.00852 -1.01229
C 2.68789 1.07259 -1.82650
C 2.26495 1.69561 -3.00678
C 3.15034 2.46780 -3.73358
C 4.45916 2.62242 -3.29112
C 4.88355 1.98805 -2.13213
C 4.00292 1.21383 -1.39164
C 2.17538 -0.69372 0.48500
C 2.12127 -2.06837 0.71144
C 2.67940 -2.58788 1.86746
C 3.25746 -1.74350 2.80354
C 3.27987 -0.36832 2.59595
C 2.73695 0.16150 1.43950
H -1.22593 -2.65060 -4.15462
H 0.68217 -4.02642 -4.92542
H 2.93947 -3.65364 -4.01112
H 3.30974 -1.92398 -2.27464
H 1.24475 1.56705 -3.35379
H 2.81898 2.94835 -4.64431
H 5.14811 3.23896 -3.85221
H 5.90898 2.09404 -1.80475
H 4.35276 0.71342 -0.49927
H 1.64582 -2.71914 -0.01142
H 2.66381 -3.65585 2.03692
H 3.68638 -2.15613 3.70692
H 3.73525 0.28341 3.32950
H 2.75187 1.23220 1.27062
N -6.80381 -1.01584 3.90891
C -5.59350 -1.07640 3.32926
C -5.47530 -1.11038 1.91930
C -4.24614 -1.22585 1.32557
C -3.10408 -1.29634 2.12552
C -3.18969 -1.22907 3.51764
C -4.41818 -1.11571 4.11568
S -1.54363 -1.52961 1.38606
O -1.64593 -2.24442 0.15146
O -0.57318 -1.88352 2.37252
N -1.07539 0.01402 0.86426
C -0.56193 0.99138 1.62908
S -0.49062 1.26295 3.32423
C 0.33086 2.74548 3.00246
C 0.50008 2.95690 1.67014
N -0.00258 1.95173 0.90343
H -7.64260 -0.99144 3.36031
H -6.89395 -0.99158 4.90787
H -6.37065 -1.05961 1.31362
H -4.15908 -1.28066 0.24778
H -2.28725 -1.29927 4.11168
H -4.49730 -1.07484 5.19404
H 0.63233 3.38069 3.82028
H 0.96919 3.81302 1.21074
F -0.49298 2.50769 -1.66834
P -2.25860 3.20341 -1.71822
F -3.72584 3.67582 -1.71976
F -2.65376 1.83992 -0.74554
F -1.81584 3.88923 -0.36685
F -2.37577 2.19445 -2.94237
F -1.66824 4.33332 -2.60122
*
```

Which formula does entry 6 have? C27H22ClF6N3O2P2S2V